1.
The following is a DFT calculation (the ωB97M-V functional and the def2-TZVPD basis) of a 11-piece molecular cluster, C44H66O33 overall in a non-equilibrium geometry.

Calculated values
SMILES: C[C@H]1COC(=O)O1.C[C@H]1COC(=O)O1.C[C@H]1COC(=O)O1.C[C@H]1COC(=O)O1.C[C@H]1COC(=O)O1.C[C@H]1COC(=O)O1.C[C@H]1COC(=O)O1.C[C@H]1COC(=O)O1.C[C@H]1COC(=O)O1.C[C@H]1COC(=O)O1.C[C@H]1COC(=O)O1
Energy relative to the best compared isomer or geometry (same formula, charge and spin), kJ/mol: 56.2
2S+1: 1
HOMO energy, eV: -10.054

Geometry (Å):
C: 4.29320 0.35300 2.08916
C: 4.43256 -1.11108 1.74306
C: 5.48733 -1.88709 2.55342
O: 4.81878 -3.08723 2.94413
C: 3.49332 -2.98541 2.70760
O: 2.70267 -3.80767 3.03313
O: 3.20814 -1.80716 2.10232
H: 4.48465 0.50597 3.15178
H: 3.27810 0.69344 1.89284
H: 4.99859 0.95376 1.51699
H: 4.54198 -1.27439 0.67011
H: 5.74858 -1.35730 3.46905
H: 6.35317 -2.12190 1.94082
C: -4.52004 -3.49757 -0.36151
C: -5.15253 -4.66328 -1.06608
C: -6.24757 -4.28358 -2.08058
O: -5.98568 -5.14360 -3.19106
C: -4.78868 -5.75628 -3.03408
O: -4.33579 -6.52835 -3.81228
O: -4.18810 -5.34522 -1.90165
H: -4.05652 -3.74572 0.59610
H: -5.29231 -2.77854 -0.08727
H: -3.69931 -3.09130 -0.94601
H: -5.57012 -5.41672 -0.39594
H: -6.20974 -3.24050 -2.39098
H: -7.22268 -4.52257 -1.65947
C: 3.11196 1.48201 -4.84232
C: 3.65626 1.51597 -3.43146
C: 2.84585 2.28856 -2.39401
O: 2.67897 1.35729 -1.32235
C: 3.12985 0.14398 -1.66616
O: 3.01756 -0.83186 -0.99197
O: 3.69906 0.17599 -2.88067
H: 3.89728 1.15873 -5.52403
H: 2.83612 2.49214 -5.15576
H: 2.24788 0.82312 -4.90938
H: 4.69593 1.84839 -3.44324
H: 1.83993 2.55138 -2.72146
H: 3.35915 3.19530 -2.08994
C: -4.59056 -3.38831 3.68753
C: -5.55338 -4.52924 3.54203
C: -6.85869 -4.39304 4.33689
O: -7.85362 -4.89688 3.46218
C: -7.36453 -4.90230 2.19741
O: -7.99815 -5.16406 1.23224
O: -6.06163 -4.58212 2.20223
H: -3.77131 -3.46357 2.97339
H: -4.18206 -3.35061 4.69693
H: -5.11757 -2.45832 3.46787
H: -5.13699 -5.51963 3.74302
H: -7.09918 -3.35150 4.57542
H: -6.83994 -4.93452 5.28091
C: -0.16371 2.95694 -6.66010
C: -0.08602 3.83093 -5.43436
C: -1.30567 4.73462 -5.20529
O: -1.97779 4.09889 -4.09722
C: -1.09880 3.31598 -3.44348
O: -1.21328 2.92286 -2.33229
O: -0.01448 3.07356 -4.21116
H: -1.13796 2.48211 -6.79619
H: 0.62006 2.20216 -6.63514
H: -0.02103 3.58440 -7.54326
H: 0.85448 4.38223 -5.45216
H: -2.01127 4.69973 -6.03160
H: -1.05271 5.76127 -4.94719
C: 1.47193 -3.22937 5.98851
C: 0.81908 -2.31220 4.98764
C: -0.67475 -2.01561 5.31159
O: -0.73711 -0.58998 5.39097
C: 0.48691 -0.04584 5.17239
O: 0.67517 1.12530 5.14418
O: 1.41506 -0.99333 4.99249
H: 2.55349 -3.15534 6.00632
H: 1.15064 -4.24073 5.72588
H: 1.05368 -3.05148 6.98245
H: 0.83524 -2.69237 3.97366
H: -0.97717 -2.46956 6.25543
H: -1.29999 -2.37622 4.50395
C: -0.09427 -0.60058 -3.18250
C: -1.15283 -0.82000 -4.25017
C: -1.40198 -2.29687 -4.63552
O: -2.68030 -2.58847 -4.09679
C: -3.22698 -1.49292 -3.54646
O: -4.26262 -1.45212 -2.97647
O: -2.42287 -0.40605 -3.72689
H: 0.82670 -1.17860 -3.25098
H: -0.54313 -0.71204 -2.19607
H: 0.20436 0.45519 -3.23972
H: -0.98592 -0.24192 -5.15886
H: -0.68866 -2.99599 -4.19948
H: -1.34740 -2.43257 -5.71638
C: -0.22477 2.28574 0.80495
C: -0.36642 0.85230 0.38971
C: 0.52261 -0.10984 1.15219
O: -0.31921 -1.25311 1.36608
C: -1.61301 -0.87590 1.19934
O: -2.53986 -1.58069 1.41924
O: -1.69413 0.36667 0.70807
H: -0.84545 2.89698 0.14811
H: 0.81697 2.59696 0.69795
H: -0.54660 2.48710 1.82861
H: -0.26689 0.81058 -0.69657
H: 0.80858 0.33861 2.10913
H: 1.43868 -0.40390 0.64642
C: 0.84824 -3.38098 -0.38207
C: 1.84250 -4.50544 -0.51169
C: 3.30961 -4.07271 -0.34516
O: 3.84955 -5.07373 0.52251
C: 2.84652 -5.75832 1.12682
O: 2.99851 -6.53635 2.00263
O: 1.66174 -5.43203 0.57504
H: 1.08650 -2.64109 -1.14878
H: 0.91603 -2.98101 0.62578
H: -0.15679 -3.73882 -0.60931
H: 1.75487 -5.07333 -1.43933
H: 3.49865 -3.07679 0.04915
H: 3.83015 -4.13628 -1.30263
C: 1.85517 5.21216 -0.79704
C: 1.22555 5.81299 -2.03346
C: 1.53456 7.31434 -2.23377
O: 2.59504 7.31512 -3.19082
C: 2.66628 6.10540 -3.79699
O: 3.42098 5.82524 -4.65725
O: 1.80005 5.24750 -3.22372
H: 2.88966 5.49802 -0.60333
H: 1.78949 4.12924 -0.86489
H: 1.26493 5.51643 0.06772
H: 0.15534 5.61428 -2.03248
H: 1.87786 7.77875 -1.31217
H: 0.66189 7.86158 -2.59309
C: 1.03683 7.19157 4.60364
C: 1.01551 5.70216 4.36092
C: 1.09410 5.29968 2.88274
O: 2.30425 4.56258 2.77923
C: 2.91997 4.49037 3.99203
O: 3.95911 3.95169 4.15577
O: 2.19557 5.13193 4.92338
H: 1.15321 7.41305 5.66276
H: 0.14480 7.70484 4.24204
H: 1.88354 7.63183 4.06617
H: 0.14528 5.30281 4.88089
H: 1.17215 6.13997 2.19253
H: 0.23401 4.68523 2.61435

Löwdin population analysis, charges in e, atoms 1 to 8: 0.001 -0.299 -0.064 0.081 -0.555 0.170 0.053 0.093

---

2.
The following is a DFT calculation (the ωB97M-V functional and the def2-TZVPD basis) of C44H66O35V as an isolated structure in a non-equilibrium geometry.

Calculated values
Total charge: +1
2S+1: 1
HOMO energy, eV: -12.113

Geometry (Å):
O: -0.38520 1.22566 -0.61206
V: -0.11886 -0.11228 0.13564
O: 1.37312 -0.14294 0.63748
C: -3.33129 -4.67117 3.74763
C: -1.97828 -4.05610 4.03463
C: -0.73311 -4.86943 3.65023
O: -0.06696 -4.06574 2.69610
C: -0.74338 -2.94042 2.46979
O: -0.39981 -2.04552 1.75394
O: -1.87590 -2.89725 3.17003
H: -4.09364 -4.04738 4.21324
H: -3.43617 -5.66236 4.19525
H: -3.50907 -4.78073 2.68038
H: -1.93962 -3.71305 5.06784
H: -0.98846 -5.84998 3.23920
H: -0.13326 -5.11107 4.52801
C: 4.09560 -2.01877 -0.44510
C: 3.55234 -3.40103 -0.71316
C: 3.74074 -3.98724 -2.09849
O: 4.56327 -5.13548 -1.88478
C: 4.75848 -5.33249 -0.56078
O: 5.28857 -6.29794 -0.11181
O: 4.31743 -4.28644 0.13675
H: 5.16638 -1.98883 -0.68044
H: 4.14785 -1.67469 0.59341
H: 3.63528 -1.11907 -0.85826
H: 2.50459 -3.42017 -0.40993
H: 4.35739 -3.32103 -2.70429
H: 2.80496 -4.28993 -2.56392
C: 2.71567 4.74080 -3.70340
C: 2.04500 3.38246 -3.91689
C: 0.57318 3.37253 -3.42847
O: -0.13817 2.92338 -4.57905
C: 0.66416 2.82460 -5.63476
O: 0.25957 2.50998 -6.72474
O: 1.90913 3.14371 -5.32347
H: 2.37244 5.49607 -4.40876
H: 3.78356 4.59856 -3.89180
H: 2.64043 5.12425 -2.68570
H: 2.69022 2.59561 -3.52817
H: 0.27754 4.35860 -3.07732
H: 0.48763 2.59651 -2.66846
C: -6.20425 -2.19211 -1.57126
C: -5.32226 -2.15652 -0.33381
C: -4.40228 -3.39533 -0.16127
O: -3.13228 -2.81173 0.08448
C: -3.20175 -1.46245 0.06786
O: -2.28264 -0.75103 0.29744
O: -4.39510 -1.07139 -0.39074
H: -6.90462 -3.01448 -1.41323
H: -5.64731 -2.42544 -2.47849
H: -6.72870 -1.24549 -1.67436
H: -5.91135 -2.06149 0.57973
H: -4.37764 -3.94271 -1.10460
H: -4.69307 -3.99689 0.69445
C: -1.06009 -6.10763 0.00482
C: -0.26728 -5.35965 -1.04773
C: -1.11260 -4.91898 -2.25229
O: -0.88101 -3.51115 -2.36304
C: -0.16000 -3.10399 -1.30688
O: 0.10970 -1.96544 -1.07893
O: 0.18628 -4.12169 -0.56528
H: -0.41591 -6.49484 0.79891
H: -1.56973 -6.98809 -0.38683
H: -1.77059 -5.47443 0.54270
H: 0.55315 -6.00601 -1.36630
H: -2.16290 -5.16319 -2.08599
H: -0.83267 -5.44058 -3.16615
C: 1.80691 3.83685 4.36258
C: 0.87449 2.66537 4.64291
C: -0.59827 3.04304 4.80433
O: -1.27708 2.12709 3.94058
C: -0.39822 1.49746 3.14566
O: -0.72217 0.83618 2.20076
O: 0.84322 1.80012 3.50508
H: 1.52298 4.72888 4.92076
H: 1.78006 4.14486 3.31468
H: 2.83289 3.54313 4.58316
H: 1.27319 2.09579 5.47973
H: -0.76442 4.05380 4.42539
H: -1.01369 2.91975 5.80008
C: -2.53802 3.31902 0.80986
C: -2.42288 4.55652 1.66661
C: -2.80897 5.86642 0.98688
O: -3.68623 6.50992 1.87849
C: -4.02980 5.63040 2.87316
O: -4.90852 5.78869 3.66328
O: -3.36749 4.48550 2.73692
H: -1.82669 3.46790 -0.00728
H: -3.51852 3.22629 0.33969
H: -2.28702 2.41278 1.35324
H: -1.39452 4.69292 2.01235
H: -3.12396 5.67674 -0.04802
H: -1.91121 6.46367 0.80321
C: 4.77886 4.20472 1.28561
C: 3.61552 4.15804 0.29911
C: 2.90516 2.80227 0.21932
O: 1.50965 3.13825 0.18843
C: 1.37164 4.46689 0.45296
O: 0.35106 5.07617 0.36243
O: 2.56606 4.99563 0.72356
H: 5.62557 3.62333 0.91573
H: 4.50457 3.81370 2.26366
H: 5.15178 5.22601 1.35881
H: 3.92108 4.47432 -0.70189
H: 3.12099 2.12527 1.04623
H: 3.18962 2.28314 -0.69562
C: 1.43553 -3.22229 -5.06629
C: 1.84472 -1.75697 -4.97735
C: 0.73464 -0.72039 -5.21535
O: 0.95182 0.18059 -4.13330
C: 1.79798 -0.27603 -3.22678
O: 2.01152 0.26894 -2.17703
O: 2.30661 -1.45353 -3.62662
H: 2.30261 -3.84045 -4.83725
H: 1.08667 -3.45759 -6.07025
H: 0.65339 -3.40503 -4.33076
H: 2.78579 -1.58852 -5.50477
H: -0.29433 -1.06657 -5.12571
H: 0.88495 -0.24507 -6.18318
C: -5.23146 1.20904 -4.85464
C: -3.93568 1.69392 -4.22904
C: -4.05382 2.17710 -2.78981
O: -3.17661 1.36078 -2.02982
C: -2.59752 0.45680 -2.83612
O: -1.84144 -0.40357 -2.50859
O: -3.05494 0.56117 -4.08804
H: -5.60041 0.32855 -4.32603
H: -5.17218 0.97334 -5.91579
H: -6.01676 1.96542 -4.77961
H: -3.47088 2.48799 -4.81087
H: -5.06130 2.06823 -2.38241
H: -3.78582 3.23078 -2.71791
C: 3.15762 -0.48286 3.73590
C: 3.41737 -0.54015 5.23371
C: 4.56351 0.33729 5.70229
O: 4.05721 0.97521 6.87716
C: 2.74886 0.76402 6.98947
O: 2.05563 1.26385 7.82069
O: 2.29407 -0.01312 5.97787
H: 3.20863 0.54080 3.36122
H: 2.17847 -0.84939 3.42492
H: 3.87409 -1.07358 3.16281
H: 3.46891 -1.56769 5.59588
H: 4.80555 1.12834 4.99204
H: 5.45291 -0.25767 5.89816

Löwdin population analysis, charges in e, atoms 1 to 8: -0.239 0.942 -0.272 -0.013 -0.270 -0.077 0.095 -0.543

---

Frontier orbital gap (eV)
9.828, 9.611